Density functional theory data (ωB97M-V/def2-TZVPD) for a molecular structure, C2H3BrCl2.

Last column: Mulliken charge in e.
Geometry (Å):
C 0.200 -0.785 -0.649  -0.739
C -0.929 -0.366 -0.152  0.381
Cl -1.584 -1.408 1.120  -0.191
Cl 1.677 2.148 1.443  -0.238
Br -2.049 1.016 -0.550  -0.009
H 0.810 -0.381 -1.556  0.307
H 1.195 1.392 0.483  0.230
H 0.681 -1.616 -0.139  0.259

Summary:
Energy relative to the best compared isomer or geometry (same formula, charge and spin), kJ/mol: 62.9
E_LUMO, Eh: 0.023
E_HOMO, Ha: -0.3703
HOMO-LUMO gap, eV: 10.71
Strongest force on any atom, eV/A: 3.6



Density functional theory data (ωB97M-V/def2-TZVPD) for a molecular structure, C27H27AsF3Ge2NO6PtS2.

Last column: Löwdin spin population.
Geometry (Å):
Pt 0.712 -0.938 -0.502  1.542
F 2.217 3.709 -2.719  0.015
C 3.349 3.316 -2.123  0.005
F 4.015 4.448 -1.769  0.001
F 4.113 2.722 -3.074  0.001
C 3.147 2.434 -0.932  0.010
C 4.131 2.437 0.046  0.002
C 4.001 1.630 1.165  0.008
C 2.849 0.878 1.291  0.016
N 1.903 0.873 0.360  0.148
C 2.046 1.570 -0.784  0.034
S 0.836 1.218 -1.953  0.330
H 4.997 3.074 -0.078  0.000
H 4.756 1.614 1.937  0.001
H 2.640 0.283 2.173  0.001
O -1.666 -2.064 -4.271  0.010
As -0.602 -2.618 -2.914  0.008
O -0.922 -4.206 -2.868  0.011
O -1.115 -1.608 -1.664  0.208
C 1.042 -1.840 -3.629  0.003
C 0.975 -1.097 -4.803  -0.001
C 2.077 -0.383 -5.244  0.004
C 3.261 -0.385 -4.518  0.000
C 3.342 -1.118 -3.348  0.002
C 2.239 -1.842 -2.917  0.001
S 2.442 -2.749 -1.398  0.009
O 2.834 -1.712 -0.392  0.108
O 3.453 -3.743 -1.601  0.020
O 1.107 -3.250 -1.038  0.098
H -2.329 -2.759 -4.356  0.000
H 0.045 -1.075 -5.354  0.000
H 2.011 0.198 -6.156  0.000
H 4.108 0.198 -4.853  0.000
H 4.244 -1.144 -2.748  0.000
C -3.981 2.008 1.613  0.012
Ge -2.500 1.639 0.321  0.028
C -3.335 1.102 -1.384  0.001
C -1.541 3.366 0.102  0.001
Ge -1.063 -0.252 1.034  0.211
C -2.339 -1.669 1.582  0.049
C -2.376 -2.908 0.947  0.005
C -3.302 -3.870 1.330  0.000
C -4.203 -3.604 2.351  0.000
C -4.173 -2.373 2.995  0.003
C -3.245 -1.416 2.613  0.011
C -0.268 0.256 2.797  0.039
C 0.420 -0.729 3.510  0.013
C 1.044 -0.445 4.715  0.000
C 0.996 0.843 5.234  0.007
C 0.316 1.835 4.541  0.001
C -0.307 1.540 3.335  0.011
H -4.565 2.865 1.273  0.002
H -3.592 2.226 2.609  0.000
H -4.640 1.141 1.676  0.000
H -3.813 1.934 -1.903  0.000
H -4.079 0.328 -1.191  0.000
H -2.569 0.667 -2.028  0.000
H -2.221 4.141 -0.259  0.000
H -0.739 3.244 -0.621  0.001
H -1.110 3.700 1.047  0.000
H -1.690 -3.115 0.135  0.002
H -3.324 -4.827 0.822  0.000
H -4.928 -4.353 2.646  0.000
H -4.874 -2.162 3.794  0.000
H -3.214 -0.458 3.124  0.002
H 0.463 -1.736 3.104  0.003
H 1.570 -1.225 5.254  0.000
H 1.483 1.070 6.174  0.001
H 0.276 2.841 4.944  0.000
H -0.833 2.324 2.799  0.001

Summary:
Energy relative to the best compared isomer or geometry (same formula, charge and spin), kJ/mol: 167.0
E_LUMO (alpha / beta), Eh: 0.087 / 0.024
Total charge: -1
Spin multiplicity: 4
E_HOMO (alpha / beta), Ha: -0.1585 / -0.2187
HOMO-LUMO gap (alpha / beta), eV: 6.68 / 6.60
Strongest force on any atom, eV/A: 1.7



Density functional theory data (ωB97M-V/def2-TZVPD) for a molecular structure, C36H54BFeN8.

Last column: Löwdin spin population.
Geometry (Å):
Fe -0.573 0.935 0.119  4.224
C -2.001 2.068 -3.294  0.001
C -1.190 0.864 -3.757  0.001
C 0.211 1.295 -4.206  0.000
C -1.042 -0.266 -2.779  0.018
C -1.250 -1.612 -3.068  0.015
C -0.766 -2.341 -1.989  0.014
C -0.826 -3.840 -1.871  0.002
C 0.098 -4.495 -2.903  0.001
C -0.592 -4.423 -0.483  0.000
N -0.272 -1.462 -1.089  0.015
N -0.478 -0.185 -1.567  0.117
B 0.896 -1.600 -0.011  0.001
N 1.875 -0.422 -0.273  0.005
N 1.417 0.836 0.014  0.110
C 2.418 1.709 -0.258  0.026
C 3.487 1.006 -0.772  0.013
C 3.121 -0.334 -0.774  0.028
C 4.026 -1.439 -1.251  0.004
C 3.358 -2.641 -1.915  0.000
C 5.002 -1.852 -0.147  0.002
C 2.292 3.184 -0.020  0.002
C 3.589 3.919 -0.344  0.000
C 1.917 3.412 1.442  0.003
N 0.317 -1.459 1.430  0.008
N -0.410 -0.317 1.696  0.116
C -0.802 -0.365 2.984  0.019
C -0.312 -1.528 3.542  0.011
C 0.396 -2.205 2.552  0.016
C 1.059 -3.551 2.784  0.003
C 2.168 -3.980 1.836  0.000
C 1.606 -3.597 4.220  0.001
C -1.590 0.661 3.757  0.001
C -0.813 1.951 3.988  0.001
C -2.976 0.942 3.175  0.001
H -2.109 2.777 -4.114  0.000
H -1.481 2.606 -2.496  0.001
H -3.000 1.796 -2.952  0.000
H -1.701 0.422 -4.616  0.000
H 0.771 1.715 -3.367  0.000
H 0.142 2.052 -4.985  0.000
H 0.784 0.455 -4.597  0.000
H -1.668 -2.018 -3.972  0.001
H -1.858 -4.072 -2.158  0.001
H 1.139 -4.250 -2.693  0.000
H -0.131 -4.175 -3.918  0.000
H -0.006 -5.578 -2.858  0.000
H 0.471 -4.553 -0.297  0.000
H -1.051 -5.408 -0.426  0.000
H -1.012 -3.814 0.319  0.000
H 1.421 -2.633 -0.156  0.000
H 4.437 1.398 -1.087  0.001
H 4.621 -0.942 -2.025  0.001
H 3.017 -3.374 -1.187  0.000
H 4.086 -3.135 -2.558  0.000
H 2.511 -2.350 -2.538  0.000
H 4.479 -2.274 0.709  0.000
H 5.586 -1.002 0.205  0.000
H 5.693 -2.604 -0.524  0.000
H 1.514 3.567 -0.696  0.001
H 4.416 3.515 0.238  0.000
H 3.494 4.977 -0.105  0.000
H 3.844 3.840 -1.400  0.000
H 2.676 2.989 2.100  0.000
H 0.985 2.923 1.719  0.002
H 1.811 4.473 1.678  0.000
H -0.466 -1.843 4.556  0.001
H 0.246 -4.285 2.720  0.001
H 2.974 -3.249 1.816  0.000
H 1.833 -4.152 0.819  0.000
H 2.587 -4.916 2.203  0.000
H 2.355 -2.820 4.375  0.000
H 2.084 -4.560 4.389  0.000
H 0.835 -3.485 4.977  0.000
H -1.740 0.183 4.727  0.000
H -0.670 2.493 3.053  0.001
H 0.169 1.760 4.418  0.000
H -1.361 2.608 4.663  0.000
H -2.916 1.458 2.209  0.000
H -3.536 1.604 3.834  0.000
H -3.562 0.029 3.054  0.000
N -2.684 0.195 0.084  0.085
C -3.582 1.287 -0.193  0.004
C -4.884 1.122 -0.573  0.005
C -5.707 2.239 -0.831  0.000
C -5.206 3.501 -0.689  0.004
C -3.854 3.691 -0.309  0.001
C -3.276 4.970 -0.185  0.009
C -1.950 5.080 0.139  0.003
C -1.203 3.915 0.331  0.016
N -1.708 2.693 0.241  0.066
C -3.038 2.572 -0.072  0.009
H -2.832 -0.581 -0.557  0.002
H -2.803 -0.157 1.033  0.002
H -5.288 0.122 -0.675  0.000
H -6.733 2.086 -1.130  0.000
H -5.823 4.370 -0.869  0.000
H -3.886 5.846 -0.357  0.000
H -1.462 6.038 0.236  0.000
H -0.152 3.999 0.555  0.002

Summary:
E_LUMO (alpha / beta), Eh: -0.225 / -0.275
Total charge: +2
Spin multiplicity: 6
E_HOMO (alpha / beta), Ha: -0.5268 / -0.5199
HOMO-LUMO gap (alpha / beta), eV: 8.22 / 6.67
Strongest force on any atom, eV/A: 1.0



Density functional theory data (ωB97M-V/def2-TZVPD) for 2 unconnected molecules or ions with the total composition C2H2FP.

Last column: Mulliken charge in e.
Geometry (Å):
C -3.612 0.109 0.085  0.270
C -2.710 0.712 0.655  -0.470
F -4.855 -0.262 -0.274  -0.197
P 0.085 0.691 -0.025  0.152
H -0.332 1.914 0.511  0.131
H -0.417 0.882 -1.311  0.114

Summary:
Energy relative to the best compared isomer or geometry (same formula, charge and spin), kJ/mol: 593.5
E_LUMO (alpha / beta), Eh: -0.099 / -0.101
E_HOMO (alpha / beta), Ha: -0.3601 / -0.3592
HOMO-LUMO gap (alpha / beta), eV: 7.09 / 7.02
Strongest force on any atom, eV/A: 3.2



Density functional theory data (ωB97M-V/def2-TZVPD) for a molecular structure, C10H10AsF3GaN4O2S5.

Last column: Mulliken charge in e.
Geometry (Å):
Ga 0.865 0.531 0.112  0.415
C -2.966 -1.636 -0.376  -1.601
C -1.572 -1.124 -0.502  0.879
N -0.968 -0.491 0.429  0.331
N -1.610 -0.361 1.663  -0.457
C -0.832 -0.704 2.747  -0.017
N -1.210 -0.097 3.899  -0.452
S 0.376 -1.831 2.624  -0.342
C -0.743 -1.401 -1.696  0.262
C -1.244 -1.856 -2.897  -0.741
C -0.332 -2.142 -3.913  -0.396
C 1.015 -1.982 -3.676  -0.684
C 1.432 -1.511 -2.429  -0.520
N 0.564 -1.222 -1.479  0.118
H -3.138 -1.969 0.647  0.380
H -3.675 -0.833 -0.590  0.314
H -3.150 -2.454 -1.068  0.452
H -2.112 0.518 1.738  0.316
H -1.376 0.907 3.824  0.332
H -0.601 -0.329 4.669  0.284
H -2.307 -1.967 -3.059  0.336
H -0.685 -2.480 -4.878  0.409
H 1.754 -2.171 -4.440  0.405
H 2.473 -1.332 -2.203  0.828
S 3.222 0.927 -3.626  -0.535
As 2.677 1.932 -1.860  0.284
S 0.417 1.943 -1.620  -0.413
S 3.059 0.514 -0.048  -0.376
S 3.473 3.803 -1.446  -0.494
F 2.380 1.882 3.251  -0.252
C 1.591 2.920 2.906  0.672
F 1.582 3.770 3.942  -0.282
F 2.135 3.538 1.867  -0.235
C 0.170 2.394 2.584  0.590
O -0.745 2.651 3.356  -0.767
O 0.081 1.662 1.549  -0.044

Summary:
Energy relative to the best compared isomer or geometry (same formula, charge and spin), kJ/mol: 72.1
E_LUMO, Eh: 0.049
Total charge: -1
E_HOMO, Ha: -0.1592
HOMO-LUMO gap, eV: 5.67
Strongest force on any atom, eV/A: 0.8



Density functional theory data (ωB97M-V/def2-TZVPD) for a molecular structure, C11H32N10O15Zn2.

Last column: Mulliken charge in e.
Geometry (Å):
Zn 15.578 -4.140 -22.546  0.680
Zn 17.847 -5.204 -24.548  0.893
C 17.222 -6.041 -22.314  1.299
O 18.373 -6.213 -22.868  -0.765
O 17.049 -5.103 -21.424  -0.686
O 16.228 -6.005 -23.139  -0.863
C 16.417 -3.228 -24.957  1.687
O 15.221 -3.283 -24.435  -0.984
O 16.798 -4.028 -25.899  -0.294
O 17.225 -3.330 -23.918  -0.859
C 16.307 -5.383 -29.660  0.520
O 15.853 -6.363 -29.058  -0.748
N 16.497 -4.190 -29.033  -0.115
N 16.746 -5.494 -30.935  -0.421
H 17.149 -3.524 -29.404  0.197
H 16.223 -4.273 -28.066  -0.087
H 16.486 -6.340 -31.409  0.242
H 17.127 -4.736 -31.469  0.171
C 18.158 -7.715 -26.038  0.759
O 18.378 -6.493 -25.957  -0.720
N 18.483 -8.564 -25.039  -0.338
N 17.662 -8.274 -27.163  -0.302
H 18.477 -9.538 -25.285  0.150
H 18.855 -8.283 -24.147  0.242
H 17.579 -9.274 -27.207  0.179
H 17.773 -7.733 -28.005  0.176
C 11.336 -3.482 -24.233  0.550
O 11.329 -2.528 -23.474  -0.642
N 10.392 -4.480 -24.169  -0.388
N 12.420 -3.805 -24.995  -0.141
H 10.563 -5.294 -24.728  0.171
H 9.686 -4.411 -23.463  0.221
H 12.529 -4.637 -25.548  0.133
H 13.221 -3.208 -25.007  0.191
C 14.043 -7.821 -25.970  0.516
O 13.591 -8.732 -25.298  -0.687
N 14.600 -6.682 -25.428  0.010
N 14.094 -7.827 -27.334  -0.251
H 15.114 -6.905 -24.589  0.048
H 14.889 -5.957 -26.062  -0.031
H 14.677 -7.156 -27.818  0.290
H 13.644 -8.603 -27.784  0.200
C 19.716 -0.595 -22.818  0.530
O 20.584 -0.033 -22.179  -0.665
N 19.189 -1.815 -22.502  -0.257
N 19.090 0.028 -23.872  -0.345
H 19.604 -2.346 -21.758  0.187
H 18.535 -2.280 -23.122  0.122
H 18.289 -0.318 -24.366  0.157
H 19.199 1.026 -23.806  0.213
C 19.948 -2.899 -28.501  -0.167
C 21.230 -2.084 -28.408  -0.435
O 22.363 -2.874 -28.736  -0.531
O 18.890 -2.230 -27.817  -0.440
H 20.165 -3.844 -27.994  0.135
H 19.608 -3.025 -29.526  0.316
H 21.299 -1.638 -27.410  0.315
H 21.155 -1.205 -29.061  0.237
H 23.075 -2.576 -28.164  0.321
H 18.833 -2.515 -26.902  0.196
C 13.079 -0.340 -28.195  -0.564
C 14.209 -0.902 -27.359  0.260
O 13.708 -1.261 -26.087  -0.523
O 13.453 -0.222 -29.554  -0.533
H 12.759 0.631 -27.815  0.251
H 12.281 -1.075 -28.048  0.319
H 15.117 -0.279 -27.347  0.283
H 14.642 -1.802 -27.828  -0.054
H 14.334 -1.854 -25.660  0.150
H 12.906 -0.792 -30.096  0.318

Summary:
Energy relative to the best compared isomer or geometry (same formula, charge and spin), kJ/mol: 106.6
E_LUMO, Eh: -0.080
E_HOMO, Ha: -0.3501
HOMO-LUMO gap, eV: 7.35
Strongest force on any atom, eV/A: 8.6



Density functional theory data (ωB97M-V/def2-TZVPD) for a gas-phase ion, C4H12N3 (charge +1).

Last column: Löwdin spin population.
Geometry (Å):
C 0.210 -1.004 -0.385  0.089
C 0.319 1.246 -0.009  0.538
C -0.373 -1.143 -1.827  0.059
C -0.550 -0.436 2.004  0.051
N 1.011 0.172 -0.349  0.321
N 0.878 2.436 0.035  0.313
N -0.879 -0.738 0.561  0.447
H 0.803 -1.910 -0.142  0.052
H -0.707 1.127 0.295  0.043
H -1.105 -0.357 -1.909  0.006
H -0.976 -2.034 -2.124  0.003
H 0.325 -0.939 -2.546  0.000
H -0.999 0.492 2.166  0.013
H -0.939 -1.218 2.696  0.009
H 0.482 -0.221 2.054  0.010
H 1.898 0.301 -0.754  0.012
H 1.841 2.435 -0.331  0.014
H 0.357 3.302 -0.052  0.012
H -1.596 -1.510 0.618  0.008

Summary:
Energy relative to the best compared isomer or geometry (same formula, charge and spin), kJ/mol: 145.4
E_LUMO (alpha / beta), Eh: -0.099 / -0.292
Total charge: +1
Spin multiplicity: 3
E_HOMO (alpha / beta), Ha: -0.3371 / -0.5011
HOMO-LUMO gap (alpha / beta), eV: 6.48 / 5.68
Strongest force on any atom, eV/A: 4.6



Density functional theory data (ωB97M-V/def2-TZVPD) for a single C5H7NO molecule.

Last column: Mulliken charge in e.
Geometry (Å):
O -2.827 -0.371 -0.671  -0.562
C -2.198 0.562 -0.207  0.009
N -0.995 0.454 0.411  -0.105
C -0.307 -0.812 0.539  -0.630
C 0.918 -0.911 -0.384  -0.565
C 1.807 0.251 -0.254  -0.475
C 2.506 1.224 -0.134  0.175
H -2.563 1.606 -0.228  0.333
H -0.510 1.298 0.677  0.256
H -1.030 -1.589 0.283  0.310
H -0.007 -0.962 1.582  0.293
H 1.472 -1.823 -0.142  0.298
H 0.590 -1.005 -1.426  0.265
H 3.143 2.077 -0.047  0.398

Summary:
Energy relative to the best compared isomer or geometry (same formula, charge and spin), kJ/mol: 163.9
E_LUMO, Eh: 0.032
SMILES: C#CCCNC=O
E_HOMO, Ha: -0.3619
HOMO-LUMO gap, eV: 10.73
Strongest force on any atom, eV/A: 0.4